# 1
The following is a quantum chemistry calculation of a 11-piece molecular cluster, C44H55F33O22 overall in a non-equilibrium geometry, from the OMol25 dataset.

The charge is 0. As for the orbital gap: 0.4124 hartree. Its SMILES is CCOC(=O)C(F)(F)F.CCOC(=O)C(F)(F)F.CCOC(=O)C(F)(F)F.CCOC(=O)C(F)(F)F.CCOC(=O)C(F)(F)F.CCOC(=O)C(F)(F)F.CCOC(=O)C(F)(F)F.CCOC(=O)C(F)(F)F.CCOC(=O)C(F)(F)F.CCOC(=O)C(F)(F)F.CCOC(=O)C(F)(F)F. The calculation puts the HOMO energy at -10.827 eV. The LUMO energy is 0.4 eV.

Each line ends with the Löwdin charge.
Geometry (Å):
C1 16.671 12.900 19.880  -0.037
C2 15.302 12.560 20.385  -0.201
O1 14.901 13.628 21.249  0.019
C3 14.090 13.266 22.260  -0.374
O2 13.700 12.187 22.588  0.177
C4 13.746 14.536 23.100  -0.549
F1 14.835 15.258 23.394  0.161
F2 12.929 15.354 22.378  0.138
F3 13.131 14.081 24.155  0.198
H1 16.667 13.811 19.321  0.054
H2 17.107 12.171 19.219  0.063
H3 17.217 12.954 20.815  0.088
H4 15.234 11.605 20.912  0.129
H5 14.555 12.573 19.593  0.122
C5 13.793 10.508 16.179  -0.035
C6 14.528 10.196 17.475  -0.182
O3 15.607 9.342 17.068  0.028
C7 16.548 9.231 17.978  -0.400
O4 16.545 9.662 19.104  0.153
C8 17.729 8.440 17.342  -0.575
F4 18.281 7.679 18.266  0.191
F5 17.336 7.729 16.306  0.188
F6 18.628 9.325 16.924  0.168
H6 14.501 11.017 15.514  0.082
H7 12.990 11.205 16.326  0.048
H8 13.379 9.604 15.739  0.087
H9 13.997 9.682 18.289  0.144
H10 15.031 11.086 17.856  0.084
C9 20.074 15.134 23.876  -0.056
C10 19.240 14.327 22.960  -0.175
O5 19.742 14.369 21.558  0.060
C11 19.393 15.340 20.821  -0.449
O6 18.650 16.232 21.145  0.142
C12 19.813 15.249 19.350  -0.581
F7 20.812 14.384 19.158  0.185
F8 18.705 14.834 18.760  0.171
F9 20.152 16.418 18.887  0.207
H11 21.146 14.941 23.723  0.098
H12 19.784 14.785 24.899  0.103
H13 19.777 16.161 23.787  0.076
H14 18.167 14.625 22.943  0.131
H15 19.181 13.260 23.059  0.120
C13 20.349 9.445 14.288  -0.066
C14 21.298 9.405 15.412  -0.218
O7 22.532 10.021 14.956  0.035
C15 23.270 10.569 15.939  -0.398
O8 22.981 10.557 17.073  0.192
C16 24.656 11.032 15.426  -0.594
F10 24.912 12.261 15.832  0.185
F11 25.558 10.206 15.970  0.165
F12 24.755 10.938 14.133  0.201
H16 20.726 9.116 13.337  0.080
H17 19.918 10.439 14.139  0.071
H18 19.493 8.817 14.565  0.078
H19 21.537 8.404 15.788  0.141
H20 20.832 9.903 16.252  0.096
C17 15.830 17.541 20.609  -0.057
C18 14.966 18.718 20.430  -0.179
O9 14.809 18.902 19.007  0.014
C19 14.107 19.934 18.557  -0.442
O10 13.770 20.865 19.169  0.215
C20 13.706 19.869 17.094  -0.469
F13 14.385 18.967 16.319  0.109
F14 12.395 19.593 16.936  0.161
F15 13.960 21.060 16.493  0.148
H21 16.151 17.338 21.613  0.080
H22 16.686 17.636 20.005  0.046
H23 15.324 16.589 20.333  0.090
H24 15.358 19.689 20.780  0.129
H25 13.921 18.592 20.768  0.143
C21 16.302 20.677 13.241  -0.045
C22 15.940 19.386 13.878  -0.162
O11 16.136 18.237 12.943  0.067
C23 16.395 17.074 13.413  -0.379
O12 16.669 16.786 14.589  0.108
C24 16.276 15.972 12.369  -0.558
F16 15.012 15.700 12.034  0.180
F17 16.927 16.396 11.251  0.145
F18 16.802 14.876 12.821  0.200
H26 17.283 20.578 12.760  0.089
H27 16.424 21.507 13.939  0.092
H28 15.505 20.799 12.488  0.093
H29 14.876 19.302 14.140  0.126
H30 16.508 19.105 14.763  0.091
C25 19.239 18.015 15.998  -0.028
C26 18.138 17.966 17.014  -0.178
O13 18.347 18.830 18.179  0.068
C27 17.905 20.030 17.970  -0.395
O14 17.573 20.547 16.898  0.124
C28 17.949 20.912 19.224  -0.457
F19 18.972 21.786 19.047  0.156
F20 16.789 21.617 19.500  0.124
F21 18.149 20.226 20.372  0.147
H31 20.194 17.825 16.463  0.073
H32 19.170 19.002 15.578  0.077
H33 19.038 17.330 15.169  0.068
H34 18.117 16.987 17.472  0.102
H35 17.198 18.234 16.594  0.084
C29 9.330 12.175 14.117  -0.047
C30 10.206 12.544 15.247  -0.177
O15 10.315 14.028 15.176  0.036
C31 11.369 14.424 15.906  -0.348
O16 12.238 13.710 16.382  0.107
C32 11.410 16.011 16.020  -0.584
F22 11.988 16.370 17.128  0.197
F23 12.077 16.477 14.954  0.165
F24 10.187 16.492 15.976  0.189
H36 9.899 12.492 13.233  0.092
H37 8.352 12.572 14.125  0.071
H38 9.212 11.107 14.047  0.084
H39 11.177 12.139 15.141  0.081
H40 9.916 12.366 16.281  0.138
C33 20.267 15.739 12.655  -0.046
C34 21.744 15.688 12.462  -0.179
O17 22.360 16.252 13.623  0.050
C35 22.613 15.465 14.603  -0.455
O18 22.487 14.293 14.692  0.178
C36 23.248 16.192 15.815  -0.496
F25 22.291 16.269 16.749  0.151
F26 24.305 15.513 16.283  0.167
F27 23.668 17.476 15.599  0.132
H41 20.010 15.003 13.417  0.062
H42 19.736 15.478 11.740  0.093
H43 20.024 16.688 13.045  0.067
H44 22.084 16.411 11.679  0.145
H45 22.196 14.695 12.372  0.132
C37 12.073 12.183 8.580  -0.045
C38 13.253 13.072 8.935  -0.152
O19 13.821 12.768 10.274  0.062
C39 13.093 13.246 11.221  -0.443
O20 12.130 14.005 11.137  0.134
C40 13.521 12.768 12.586  -0.497
F28 12.983 11.538 12.894  0.131
F29 14.860 12.580 12.672  0.148
F30 13.164 13.651 13.519  0.168
H46 12.443 11.166 8.503  0.083
H47 11.757 12.577 7.615  0.088
H48 11.257 12.281 9.291  0.080
H49 13.021 14.129 8.925  0.122
H50 14.137 12.853 8.339  0.128
C41 15.159 15.543 17.296  -0.043
C42 15.334 14.243 16.575  -0.131
O21 16.706 14.181 15.944  0.042
C43 17.372 13.070 16.147  -0.330
O22 17.073 12.060 16.823  0.092
C44 18.777 13.141 15.457  -0.545
F31 19.579 12.296 16.031  0.209
F32 18.641 12.949 14.143  0.168
F33 19.307 14.385 15.623  0.132
H51 15.036 16.397 16.599  0.076
H52 16.066 15.761 17.883  0.069
H53 14.334 15.458 18.020  0.088
H54 14.626 14.071 15.802  0.090
H55 15.301 13.306 17.129  0.097


# 2
The following is a quantum chemistry calculation of one molecule with the formula C5H11N2O4P in a non-equilibrium geometry, from the OMol25 dataset.

The charge is 0. As for the orbital gap: 0.3404 hartree. Its SMILES is COP(=O)(N/N=C\C(C)=O)OC. The calculation puts the HOMO energy at -8.880 eV. The LUMO energy is 0.4 eV.

Each line ends with the Löwdin charge.
Geometry (Å):
C1 1.572 1.173 -0.359  -0.495
C2 1.206 2.555 0.168  -0.021
C3 -2.301 -2.616 -0.281  -0.107
C4 0.749 -0.436 2.071  -0.098
C5 1.007 0.885 -1.724  -0.150
N1 -1.055 0.762 -0.996  -0.072
N2 -0.216 0.977 -2.084  -0.004
O1 2.481 0.471 0.056  0.051
O2 0.527 -1.347 -0.831  -0.176
O3 -1.716 -1.430 0.315  -0.245
O4 -0.246 0.179 1.252  -0.221
P1 -0.467 -0.588 -0.147  0.395
H1 1.767 3.402 -0.410  0.119
H2 1.326 2.501 1.267  0.084
H3 0.058 2.749 -0.194  0.122
H4 -2.958 -2.483 -1.218  0.093
H5 -2.905 -3.236 0.535  0.119
H6 -1.448 -3.291 -0.752  0.109
H7 0.618 -1.579 2.084  0.126
H8 0.432 -0.216 2.987  0.040
H9 1.805 -0.216 1.910  0.087
H10 1.705 0.609 -2.537  0.143
H11 -1.939 1.174 -1.111  0.100


# 3
The following is a quantum chemistry calculation of C4H4FO as an isolated structure in a non-equilibrium geometry, from the OMol25 dataset.

The charge is 0. Its multiplicity is 2. As for the orbital gap (spin up / spin down): 0.3092 / 0.3885 hartree. The calculation puts the HOMO energy (spin up / spin down) at -7.634 / -10.759 eV. The LUMO energy (spin up / spin down) is 0.8 / -0.2 eV.

Each line ends with the Löwdin charge.
Geometry (Å):
C1 0.711 0.435 0.018  -0.578
C2 0.864 -0.923 0.581  0.082
O1 1.188 0.614 -1.235  0.083
F1 0.865 1.509 0.896  0.043
H1 0.717 -1.052 1.654  0.085
H2 1.300 -1.668 -0.087  0.085
H3 0.540 1.075 -1.783  0.126
C3 -2.106 -0.027 -0.030  0.107
C4 -0.900 -0.016 0.059  -0.066
H4 -3.179 0.053 -0.072  0.033


# 4
The following is a quantum chemistry calculation of a 2-piece molecular cluster, C8H13NS2 overall in a non-equilibrium geometry, from the OMol25 dataset.

The charge is 0. Its multiplicity is 3. As for the orbital gap (spin up / spin down): 0.2665 / 0.2255 hartree. The calculation puts the HOMO energy (spin up / spin down) at -6.637 / -7.632 eV. The LUMO energy (spin up / spin down) is 0.6 / -1.5 eV.

Each line ends with the Löwdin charge.
Geometry (Å):
C1 -0.915 0.949 -1.533  -0.072
C2 -0.707 -0.387 -1.892  -0.034
C3 -1.004 0.993 -0.168  -0.391
C4 -0.843 -1.088 -0.716  -0.371
C5 -1.190 2.198 0.708  -0.030
C6 -0.693 -2.503 -0.373  -0.058
C7 2.330 1.100 -0.434  -0.405
C8 1.302 -0.162 1.689  -0.928
N1 -1.131 -0.263 0.294  0.087
S1 1.042 -1.301 2.926  0.603
S2 2.569 -0.356 0.595  0.757
H1 -0.865 1.817 -2.029  0.070
H2 -0.480 -0.617 -2.889  0.091
H3 -2.140 1.897 1.413  0.133
H4 -0.371 2.256 1.311  0.006
H5 -1.405 3.163 0.171  0.096
H6 -0.724 -3.271 -1.259  0.117
H7 0.257 -2.789 0.056  0.037
H8 -1.404 -2.901 0.375  0.080
H9 3.274 1.732 -0.438  0.056
H10 1.540 1.883 -0.014  0.076
H11 1.775 0.792 -1.302  0.002
H12 -1.586 -0.575 1.151  0.168
H13 1.367 -2.566 2.356  -0.089


# 5
The following is a quantum chemistry calculation of a 5-piece molecular cluster, C29H56BrN4O16P overall in a non-equilibrium geometry, from the OMol25 dataset.

The charge is 0. As for the orbital gap: 0.3423 hartree. Its SMILES is C#C[C@]1(COCCC)[C@](CCCCCOC)(CCP(=O)(OCC)OCC)OC(=O)[C@@]1(Br)COCC.C[N+](=O)[O-].C[N+](=O)[O-].C[N+](=O)[O-].C[N+](=O)[O-]. The calculation puts the HOMO energy at -9.339 eV. The LUMO energy is 0.0 eV.

Each line ends with the Löwdin charge.
Geometry (Å):
C1 -2.329 3.888 1.238  0.136
C2 -1.272 3.370 0.975  -0.125
C3 0.064 2.605 0.699  -0.273
C4 0.768 3.543 -0.371  -0.145
O1 -0.034 3.825 -1.530  -0.135
C5 0.141 2.844 -2.564  -0.211
C6 1.523 2.908 -3.323  -0.221
C7 1.810 4.273 -4.086  -0.104
C8 0.018 1.028 0.505  -0.289
C9 1.246 0.396 -0.256  -0.089
C10 1.878 -0.898 0.423  -0.155
C11 1.654 -2.262 -0.413  -0.169
C12 0.766 -3.280 0.434  -0.171
C13 1.412 -4.734 0.382  -0.212
O2 1.110 -5.456 1.590  -0.218
C14 -0.312 -5.509 1.844  -0.106
C15 -1.449 0.798 -0.136  -0.127
C16 -1.650 -0.648 -0.765  -0.182
P1 -3.326 -0.604 -1.652  0.638
O3 -3.026 0.011 -2.996  -0.316
O4 -3.932 -2.137 -1.980  -0.235
C17 -3.605 -3.104 -0.948  -0.294
C18 -2.505 -4.061 -1.539  -0.081
O5 -4.425 0.415 -0.907  -0.227
C19 -5.562 -0.282 -0.340  -0.258
C20 -5.212 -0.817 1.128  -0.077
O6 -0.235 0.593 1.888  -0.001
C21 -0.095 1.596 2.864  -0.439
O7 -0.568 1.529 3.956  0.149
C22 0.779 2.709 2.143  -0.527
Br1 0.723 4.456 3.061  0.867
C23 2.288 2.165 2.274  -0.195
O8 2.980 2.914 3.267  -0.251
C24 3.946 2.097 3.962  -0.241
C25 5.299 1.891 3.162  -0.082
H1 -3.242 4.522 1.323  0.067
H2 0.904 4.549 0.142  0.130
H3 1.825 3.220 -0.640  0.121
H4 -0.663 3.058 -3.339  0.148
H5 -0.022 1.777 -2.242  0.097
H6 2.411 2.691 -2.647  0.093
H7 1.520 2.060 -4.078  0.116
H8 2.876 4.570 -3.827  0.073
H9 1.839 4.026 -5.207  0.052
H10 1.102 5.111 -3.850  0.079
H11 2.101 1.122 -0.420  0.103
H12 0.932 0.091 -1.304  0.107
H13 1.586 -1.067 1.494  0.099
H14 3.008 -0.759 0.428  0.110
H15 2.670 -2.760 -0.532  0.103
H16 1.283 -2.070 -1.457  0.102
H17 0.556 -2.936 1.490  0.114
H18 -0.251 -3.309 -0.075  0.076
H19 2.545 -4.718 0.310  0.128
H20 1.045 -5.232 -0.560  0.092
H21 -0.554 -4.596 2.480  0.092
H22 -0.544 -6.453 2.404  0.095
H23 -0.923 -5.403 0.900  0.076
H24 -1.690 1.544 -0.941  0.116
H25 -2.179 0.862 0.729  0.125
H26 -0.907 -0.930 -1.557  0.091
H27 -1.616 -1.389 0.083  0.087
H28 -4.544 -3.719 -0.771  0.130
H29 -3.347 -2.639 0.043  0.093
H30 -2.269 -4.960 -0.910  0.068
H31 -1.587 -3.458 -1.811  0.066
H32 -2.913 -4.446 -2.528  0.096
H33 -6.366 0.506 -0.188  0.122
H34 -6.019 -1.062 -1.007  0.116
H35 -4.105 -0.703 1.353  0.081
H36 -5.605 -1.863 1.316  0.051
H37 -5.729 -0.141 1.882  0.079
H38 2.209 1.074 2.594  0.135
H39 2.789 2.161 1.262  0.123
H40 4.197 2.667 4.913  0.122
H41 3.526 1.097 4.274  0.122
H42 5.957 1.113 3.649  0.073
H43 5.871 2.866 3.250  0.077
H44 5.064 1.636 2.090  0.075
C26 6.784 2.045 7.155  0.043
N1 7.207 2.935 6.041  -0.436
O9 7.450 2.414 4.967  0.033
O10 7.279 4.124 6.287  0.070
H45 6.763 1.019 6.795  0.095
H46 7.508 2.157 7.959  0.100
H47 5.792 2.363 7.471  0.100
C27 -7.543 -1.689 4.445  0.046
N2 -7.356 -2.654 3.328  -0.431
O11 -6.225 -2.801 2.898  0.022
O12 -8.351 -3.227 2.925  0.071
H48 -6.578 -1.256 4.698  0.097
H49 -8.233 -0.920 4.102  0.102
H50 -7.953 -2.239 5.289  0.101
C28 1.086 5.986 -8.751  0.041
N3 0.893 4.884 -7.771  -0.445
O13 1.784 4.055 -7.678  0.050
O14 -0.144 4.894 -7.134  0.066
H51 2.045 5.852 -9.243  0.093
H52 0.271 5.931 -9.470  0.100
H53 1.062 6.923 -8.198  0.101
C29 0.894 -6.679 -4.339  0.048
N4 0.432 -5.973 -3.115  -0.437
O15 -0.227 -6.612 -2.315  0.062
O16 0.748 -4.801 -3.005  0.053
H54 0.542 -7.707 -4.304  0.096
H55 0.475 -6.156 -5.197  0.103
H56 1.982 -6.643 -4.348  0.102